The following is a DFT calculation (ωB97M-V/def2-TZVPD) of a molecular structure, C33H37ClN4Tb.

The geometry in XYZ format:
```
76
Properties=species:S:1:pos:R:3:mulliken_charge:R:1
Tb 0.040 -0.551 -0.037 -0.186
N -2.101 -3.488 2.023 -0.577
N 1.790 -1.634 -1.173 -0.140
C -0.131 2.335 -0.028 1.210
C 1.219 1.861 0.054 0.646
C 1.372 1.195 1.313 0.092
C 2.571 0.463 1.776 -1.654
H 3.429 0.700 1.141 0.377
H 2.423 -0.631 1.724 0.192
H 2.821 0.708 2.821 0.401
C 0.136 1.316 2.022 0.929
C -0.160 0.841 3.392 -1.819
H -0.343 1.686 4.074 0.368
H 0.669 0.240 3.780 0.442
H -1.058 0.201 3.417 0.225
C -0.776 2.035 1.205 0.617
C -2.072 2.562 1.679 -1.709
H -2.681 1.797 2.179 0.272
H -2.672 2.961 0.858 0.376
H -1.912 3.373 2.409 0.346
C 2.321 2.170 -0.887 -1.303
H 3.099 2.795 -0.414 0.237
H 1.948 2.694 -1.775 0.446
H 2.819 1.258 -1.241 0.103
C -0.682 3.238 -1.064 -1.891
H -1.769 3.117 -1.178 0.390
H -0.232 3.067 -2.053 0.325
H -0.499 4.288 -0.771 0.288
C -3.028 -4.302 1.543 -0.362
H -3.956 -4.413 2.119 0.379
C -2.921 -4.971 0.301 -0.526
H -3.754 -5.586 -0.027 0.347
C -1.719 -4.852 -0.417 -0.308
H -1.567 -5.418 -1.336 0.363
C -0.726 -4.013 0.064 -0.397
H 0.218 -3.815 -0.444 0.582
C -0.956 -3.240 1.286 -0.139
C -0.187 -2.119 1.611 -0.177
H -0.081 -1.919 2.683 0.177
C 0.818 -1.257 -2.021 -0.574
C 2.953 -1.839 -1.941 -1.112
H 3.842 -2.340 -1.587 0.427
C 2.715 -1.396 -3.206 -0.301
H 3.399 -1.276 -4.031 0.536
N 1.355 -1.065 -3.275 0.446
C 0.613 -0.342 -4.233 0.009
C 1.124 0.863 -4.761 1.272
C 0.221 1.743 -5.372 -0.948
H 0.580 2.688 -5.795 0.279
C -1.144 1.459 -5.448 0.891
C -2.113 2.410 -6.076 -1.481
H -2.989 2.574 -5.432 0.255
H -2.484 2.020 -7.035 0.318
H -1.622 3.369 -6.262 0.360
C -1.620 0.263 -4.908 -0.876
H -2.686 0.034 -4.951 0.504
C -0.766 -0.648 -4.300 1.140
C -1.359 -1.899 -3.742 -1.488
H -1.298 -2.722 -4.465 0.465
H -2.420 -1.729 -3.536 0.223
H -0.899 -2.243 -2.804 0.157
C 2.568 1.253 -4.657 -1.864
H 3.154 0.867 -5.505 0.330
H 3.041 0.901 -3.734 0.331
H 2.652 2.348 -4.680 0.391
Cl -4.795 1.171 -3.236 -0.241
C -4.232 0.465 -1.763 -0.051
C -5.113 -0.219 -0.919 -0.367
C -4.574 -0.793 0.234 -1.131
C -3.200 -0.706 0.467 -0.122
N -2.337 -0.157 -0.425 0.867
C -2.860 0.504 -1.495 -0.802
H -6.170 -0.311 -1.171 0.441
H -5.186 -1.355 0.943 0.424
H -2.778 -1.138 1.379 0.653
H -2.183 0.998 -2.190 0.699
```

Output
Expectation value of S²: 12.13
Total charge: -1
LUMO (spin up / spin down) (eV): 2.3428 / 2.3426
2S+1: 7
Frontier orbital gap (spin up / spin down) (eV): 4.24 / 4.38
Total energy (eV): -75736.652



The following is a DFT calculation (ωB97M-V/def2-TZVPD) of a molecular structure, C33H37F6N9O4PbSb.

The geometry in XYZ format:
```
91
Properties=species:S:1:pos:R:3:mulliken_charge:R:1
Pb 0.765 -0.377 0.785 1.953
C -1.994 -4.009 2.118 -1.738
C -1.072 -2.827 2.138 0.631
N -0.072 -2.704 1.336 0.800
N 0.229 -3.680 0.471 -1.270
C 1.322 -3.394 -0.260 -0.107
O 2.024 -2.354 -0.195 -0.613
C 1.669 -4.440 -1.267 0.939
C 0.680 -5.217 -1.864 -0.468
C 1.013 -6.116 -2.867 -0.730
C 2.336 -6.247 -3.270 -0.406
C 3.326 -5.487 -2.662 -0.682
C 2.994 -4.583 -1.666 -0.246
C -1.225 -1.778 3.162 0.511
C -2.133 -1.924 4.211 -0.808
C -2.133 -1.006 5.245 -0.489
C -1.238 0.050 5.213 -0.898
C -0.403 0.155 4.114 -0.108
N -0.398 -0.720 3.114 0.233
H -1.743 -4.634 1.266 0.350
H -3.033 -3.685 2.037 0.374
H -1.890 -4.611 3.025 0.386
H -0.347 -5.099 -1.546 0.365
H 0.241 -6.711 -3.338 0.390
H 2.591 -6.937 -4.065 0.394
H 4.356 -5.583 -2.981 0.396
H 3.746 -3.962 -1.199 0.393
H -2.808 -2.767 4.224 0.404
H -2.821 -1.120 6.073 0.426
H -1.193 0.783 6.007 0.493
H 0.306 0.972 4.037 0.242
N -0.466 -1.306 -1.312 0.404
C -1.138 -0.210 -2.003 1.344
C -2.018 -0.677 -3.150 -0.706
C -1.189 -0.955 -4.394 -0.534
C -0.839 0.286 -5.207 -1.132
N 0.259 1.097 -4.690 -0.010
C 0.126 2.224 -4.005 0.405
N -1.094 2.724 -3.735 -0.364
N 1.207 2.946 -3.702 -0.343
C -1.853 0.730 -1.012 -0.309
O -2.596 1.591 -1.502 -0.889
O -1.532 0.634 0.214 -0.647
H 0.286 -1.691 -1.874 0.019
H -1.113 -2.048 -1.067 0.245
H -0.332 0.415 -2.393 -1.024
H -2.808 0.050 -3.357 0.442
H -2.524 -1.596 -2.839 0.407
H -1.744 -1.617 -5.061 0.476
H -0.271 -1.489 -4.125 0.253
H -1.714 0.926 -5.329 0.439
H -0.539 -0.041 -6.203 0.415
H 1.200 0.726 -4.764 0.355
H -1.849 2.089 -3.490 0.121
H -1.096 3.522 -3.118 0.379
H 2.118 2.517 -3.809 0.184
H 1.140 3.588 -2.929 0.270
C -1.053 4.032 1.143 -0.752
N 0.129 3.134 1.269 0.598
C 0.902 3.171 2.386 -0.061
C 2.029 2.462 2.679 -0.072
C 2.945 2.769 3.753 -1.055
C 3.966 1.880 3.642 -0.918
C 3.638 1.029 2.526 -0.298
N 2.505 1.363 1.964 0.215
C -1.999 3.984 2.310 0.234
C -2.085 5.056 3.191 -0.376
C -2.981 5.025 4.252 -0.676
C -3.802 3.921 4.429 -0.467
C -3.718 2.848 3.549 -0.748
C -2.814 2.870 2.499 -0.085
H -1.572 3.726 0.236 0.285
H -0.677 5.049 1.007 0.446
H 0.596 3.937 3.090 0.427
H 2.836 3.581 4.457 0.512
H 4.855 1.814 4.249 0.468
H 4.212 0.193 2.146 0.563
H -1.461 5.930 3.040 0.416
H -3.046 5.866 4.930 0.389
H -4.514 3.897 5.244 0.404
H -4.364 1.989 3.680 0.472
H -2.740 2.038 1.805 0.392
F 1.773 0.079 -2.098 -0.080
Sb 3.579 -0.194 -2.684 2.160
F 3.772 1.688 -2.485 -0.583
F 4.277 -0.473 -0.968 -0.556
F 3.144 -1.979 -3.084 -0.548
F 5.287 -0.356 -3.446 -0.513
F 2.863 0.211 -4.457 -0.687
O 0.375 2.697 -0.961 -0.353
C 0.432 2.340 0.166 -0.471
```

Output
Expectation value of S²: 0.76
LUMO (spin up / spin down) (eV): -0.7892 / -1.2482
2S+1: 2
Frontier orbital gap (spin up / spin down) (eV): 6.93 / 6.50
Total energy (eV): -84517.894



The following is a DFT calculation (ωB97M-V/def2-TZVPD) of 2 unconnected molecules or ions with the total composition C33H37INO10P.

The geometry in XYZ format:
```
83
Properties=species:S:1:pos:R:3:mulliken_charge:R:1
N 1.818 8.020 1.022 -0.624
C 0.826 7.111 0.371 -0.633
C 1.334 5.569 0.313 0.726
C 0.564 4.453 1.115 -1.223
C 1.062 2.993 1.048 0.569
C 2.298 2.709 0.129 0.377
C 3.057 3.799 -0.662 -0.686
C 2.586 5.295 -0.561 0.525
C 3.434 6.381 -1.362 -0.839
P 2.701 6.891 -3.024 0.892
O 2.637 8.420 -3.087 -0.654
O 1.222 6.102 -3.316 -0.450
O 3.800 6.317 -4.227 -0.531
C 2.811 1.206 0.040 -0.247
O 4.050 1.016 -0.070 -0.552
C 1.700 0.063 0.139 0.265
C 1.860 -1.252 -0.687 -0.244
C 3.115 -1.428 -1.661 -0.781
C 2.940 -0.369 -2.888 -0.486
C 1.452 -0.338 -3.497 -0.784
I 0.416 1.522 -2.994 -0.033
C 0.749 -2.364 -0.522 0.801
C 0.967 -3.709 -1.356 -0.805
C 2.307 -4.470 -0.584 0.293
C 2.489 -6.099 -0.984 -0.779
O 3.428 -4.896 -1.504 -0.422
C -0.433 -2.088 0.437 -1.008
C -0.615 -0.739 1.260 0.897
C -1.911 -0.549 2.185 -1.031
O -2.494 0.773 2.155 -0.358
C -3.357 0.956 1.038 0.373
C -2.840 0.979 -0.436 0.556
C -3.738 1.184 -1.678 -0.506
C -5.260 1.399 -1.424 -0.352
C -5.855 1.414 0.014 -0.427
C -4.898 1.193 1.245 -0.451
C 0.472 0.346 1.091 0.394
C 0.436 1.751 1.826 0.086
O -0.008 1.967 2.985 -0.552
H 2.304 8.595 0.306 0.325
H 2.497 7.509 1.604 0.292
H 0.640 7.535 -0.690 0.233
H -0.179 7.202 0.926 0.297
H -0.361 4.713 1.752 0.294
H 3.946 3.453 -1.293 0.253
H 3.600 7.305 -0.716 0.303
H 4.468 5.903 -1.559 0.407
H 1.417 5.137 -3.160 0.294
H 3.510 5.431 -4.553 0.327
H 4.110 -1.236 -1.136 0.355
H 3.189 -2.459 -2.151 0.112
H 3.256 0.692 -2.615 0.084
H 3.647 -0.734 -3.712 0.528
H 1.554 -0.347 -4.645 0.487
H 0.812 -1.248 -3.222 0.249
H 1.323 -3.500 -2.420 0.272
H 0.111 -4.456 -1.280 0.444
H 2.557 -4.146 0.543 0.302
H 3.289 -6.467 -0.253 0.325
H 2.368 -6.419 -2.068 0.348
H -1.217 -2.909 0.553 0.366
H -1.659 -0.917 3.252 0.346
H -2.725 -1.278 1.807 0.481
H -1.710 0.843 -0.602 -0.221
H -3.239 1.154 -2.698 0.282
H -5.918 1.558 -2.341 0.295
H -6.961 1.561 0.249 0.307
H -5.357 1.226 2.288 0.323
C -2.063 -6.291 5.232 -1.112
C -3.116 -5.386 4.620 -0.193
O -2.914 -5.242 3.209 -0.270
C -3.333 -6.274 2.459 0.662
O -3.861 -7.280 2.864 -0.561
O -3.033 -6.001 1.175 -0.231
C -3.335 -7.066 0.275 -0.716
H -1.060 -5.940 4.976 0.288
H -2.164 -6.320 6.319 0.368
H -2.150 -7.311 4.852 0.309
H -3.030 -4.386 5.052 0.299
H -4.128 -5.743 4.832 0.308
H -4.370 -7.396 0.382 0.316
H -2.646 -7.898 0.439 0.317
H -3.194 -6.695 -0.742 0.212
```

Output
LUMO (eV): -1.3518
Structure (SMILES): NCc1cc2c(cc1CP(=O)(O)O)C(=O)c1c(CCCI)c(C[C@H]3CO3)cc(COc3ccccc3)c1C2=O.CCOC(=O)OC
Frontier orbital gap (eV): 7.35
Total energy (eV): -74161.043